62
Properties=species:S:1:pos:R:3:forces:R:3 method="wB97M-V/def2-TZVPD" energy_ev=-33523.124 orbital_gap_ev=9.65 fmax_ha_per_bohr=0.002 homo_ev=-9.060 relative_energy_kj_mol=393.5
C 5.9566 -2.5075 -1.8588 -0.002 0.010 -0.024
C 6.0723 -1.1482 -1.1779 0.006 -0.007 0.031
C 4.7594 -0.5182 -0.7215 -0.018 -0.012 0.021
C 5.0398 0.6987 0.1499 -0.001 0.015 -0.023
C 3.7251 -0.1859 -1.8275 0.002 -0.016 0.004
C 2.6022 -0.7527 -0.9401 0.027 0.006 0.039
C 1.6462 -1.7162 -1.5973 -0.001 0.017 -0.020
O 1.9290 -2.3543 -2.6010 -0.003 -0.010 0.006
N 0.4567 -1.8640 -0.9808 -0.019 0.024 -0.041
C -0.1529 -1.3193 0.2292 0.001 -0.006 0.021
C -1.4319 -2.1340 -0.1400 0.006 0.012 -0.021
C -2.6582 -1.3074 -0.4777 0.004 -0.022 -0.014
C -3.2668 -1.1050 0.9194 -0.027 -0.010 0.007
C -2.6597 0.1253 1.5951 0.055 0.001 -0.048
O -1.8831 0.0465 2.5397 -0.010 0.009 0.025
N -2.9784 1.3074 1.0439 0.023 -0.030 0.033
C -2.5364 2.5943 1.5875 0.040 -0.037 -0.006
C -3.3854 2.7635 2.8417 0.012 0.050 -0.018
C -4.7924 2.7391 2.2063 -0.015 -0.006 0.015
C -5.0318 2.3761 0.9348 -0.025 0.012 0.056
C -3.9556 1.6932 0.0701 -0.013 -0.006 -0.080
C -3.0910 2.5700 -0.9313 0.041 0.003 0.033
C -1.5520 2.5820 -0.5685 -0.015 0.065 0.004
C -1.1724 2.8086 0.9568 -0.019 -0.047 0.013
C -2.8697 -2.4018 1.6409 -0.012 0.019 -0.022
O -1.8857 -3.0508 0.8214 0.028 0.020 0.058
C -0.6365 -2.7748 -1.2916 -0.016 -0.008 -0.008
C 3.6910 -1.4320 -0.0621 0.001 0.007 -0.010
H 6.9132 -2.7992 -2.2938 -0.001 -0.001 -0.001
H 5.6710 -3.2869 -1.1515 0.001 0.000 0.000
H 5.2138 -2.5036 -2.6580 0.003 0.001 -0.003
H 6.7401 -1.2361 -0.3138 0.001 -0.002 -0.002
H 6.5536 -0.4367 -1.8584 0.001 -0.003 -0.001
H 4.1132 1.1868 0.4618 0.003 0.003 0.001
H 5.5893 0.4129 1.0499 -0.002 0.001 0.001
H 5.6384 1.4334 -0.3947 -0.001 0.001 0.001
H 3.6450 0.8630 -2.1160 0.001 0.000 -0.009
H 3.8398 -0.8039 -2.7170 0.000 0.004 -0.002
H 2.0655 0.0194 -0.3878 -0.012 -0.003 -0.009
H 0.3077 -1.6543 1.1603 0.002 -0.006 -0.005
H -0.2580 -0.2323 0.2426 0.002 -0.013 0.004
H -2.4150 -0.3799 -0.9958 0.000 -0.002 -0.001
H -3.3264 -1.8982 -1.1083 0.005 0.001 0.004
H -4.3499 -0.9846 0.8792 -0.008 -0.012 0.002
H -3.0572 3.3395 0.9973 0.031 0.020 0.016
H -3.2358 3.7264 3.3345 -0.014 0.012 -0.005
H -3.2419 1.9749 3.5808 -0.005 -0.003 -0.006
H -5.6124 3.1212 2.8041 -0.010 -0.007 -0.013
H -6.0279 2.4861 0.5217 0.000 0.004 0.002
H -4.3940 0.8423 -0.4509 -0.015 -0.006 0.002
H -3.1810 2.1669 -1.9414 0.001 0.001 -0.001
H -3.4851 3.5872 -0.9751 0.003 -0.001 0.004
H -1.0788 3.3488 -1.1848 -0.002 -0.017 -0.010
H -1.1280 1.6315 -0.8957 -0.011 -0.007 0.017
H -0.7941 3.8172 1.1281 -0.025 0.010 -0.016
H -0.4172 2.0924 1.2800 0.002 0.006 -0.008
H -2.4476 -2.1706 2.6179 0.003 -0.028 0.011
H -3.7091 -3.0878 1.7508 -0.013 0.008 -0.014
H -1.0548 -2.6539 -2.2921 0.009 -0.005 -0.003
H -0.3944 -3.8245 -1.1169 -0.002 0.000 0.008
H 3.8042 -2.4797 -0.3372 0.001 -0.002 0.004
H 3.5757 -1.3505 1.0193 0.003 -0.008 0.003